Formula: C37H35IN9OS2Ti
Source: the Open Molecules 2025 dataset
Level of theory: ωB97M-V/def2-TZVPD

Computed properties:
HOMO level (spin up / spin down), eV: -10.09 / -10.09
Gap between HOMO and LUMO (spin up / spin down), eV: 5.67 / 5.67
Total charge: +1

Last column: Mulliken charge in e.
Geometry (Å):
Ti 0.913 0.728 0.105  -1.342
C -4.032 -1.166 -2.052  -0.750
C -3.873 -0.821 -0.716  -0.776
C -2.843 0.026 -0.331  0.562
C -1.954 0.518 -1.281  -1.701
C -2.124 0.186 -2.620  0.462
C -3.162 -0.651 -3.004  -0.928
N -0.884 1.375 -0.893  1.447
C -1.136 2.685 -0.912  1.558
C -2.389 3.293 -1.237  -1.272
C -2.528 4.648 -1.171  -0.721
C -1.457 5.509 -0.802  -0.768
C -0.237 4.972 -0.521  -0.663
C -0.080 3.568 -0.557  -0.279
N 1.086 2.899 -0.351  2.298
N 2.176 3.522 -0.249  -1.675
C 3.266 2.645 -0.343  0.130
C 4.538 3.183 -0.327  -0.833
C 5.610 2.340 -0.574  -0.350
C 5.363 1.008 -0.853  -1.103
C 4.056 0.547 -0.819  -0.029
N 3.018 1.338 -0.543  0.724
H -4.840 -1.821 -2.351  0.420
H -4.556 -1.206 0.031  0.486
H -2.714 0.302 0.709  0.399
H -1.438 0.597 -3.351  0.530
H -3.294 -0.897 -4.051  0.438
H -3.224 2.667 -1.517  0.526
H -3.490 5.085 -1.406  0.427
H -1.612 6.578 -0.765  0.427
H 0.615 5.585 -0.259  0.476
H 4.655 4.242 -0.150  0.543
H 6.621 2.726 -0.574  0.446
H 6.163 0.322 -1.087  0.442
H 3.829 -0.490 -1.013  0.411
C 1.714 -2.752 -4.644  -1.209
C 0.395 -2.090 -4.272  -0.904
N -0.122 -2.536 -2.975  0.701
C -0.983 -3.735 -2.969  -0.412
C -0.255 -4.994 -2.522  -1.185
C 0.153 -1.911 -1.841  0.311
S 1.262 -0.566 -1.905  -0.398
N -0.401 -2.449 -0.738  0.225
C -0.528 -1.865 0.418  -1.385
O -0.283 -0.626 0.679  1.086
C -1.021 -2.689 1.541  0.505
C -0.582 -2.433 2.837  0.275
C -1.048 -3.202 3.890  -1.065
C -1.966 -4.216 3.652  -0.549
C -2.404 -4.474 2.360  -0.788
C -1.926 -3.719 1.301  -0.426
H 2.067 -2.354 -5.595  0.432
H 1.603 -3.831 -4.748  0.305
H 2.471 -2.552 -3.886  0.246
H -0.371 -2.322 -5.011  0.563
H 0.507 -1.008 -4.245  0.435
H -1.350 -3.848 -3.988  0.450
H -1.838 -3.535 -2.327  0.186
H 0.591 -5.217 -3.171  0.304
H -0.940 -5.841 -2.557  0.405
H 0.104 -4.883 -1.500  0.249
H 0.163 -1.665 3.004  0.299
H -0.694 -3.014 4.895  0.466
H -2.338 -4.811 4.476  0.406
H -3.119 -5.265 2.178  0.445
H -2.256 -3.906 0.288  0.438
S 2.476 -1.162 1.173  -0.333
C 2.575 0.106 2.329  0.648
C 3.283 0.068 3.543  -0.981
C 3.305 1.189 4.330  -0.407
C 2.623 2.346 3.920  -1.166
C 1.931 2.311 2.742  -0.063
N 1.901 1.211 1.961  0.986
H 3.802 -0.840 3.816  0.549
H 3.849 1.186 5.266  0.419
H 2.626 3.244 4.520  0.496
H 1.370 3.168 2.395  0.379
I -3.193 1.011 5.370  0.122
C -2.199 1.754 3.729  -0.944
C -2.295 3.010 3.180  -0.309
N -1.462 3.027 2.123  -0.013
N -0.836 1.852 1.943  0.827
C -1.273 1.076 2.922  -0.678
H -2.882 3.868 3.461  0.475
H -1.306 3.785 1.475  0.049
H -0.934 0.058 3.007  0.571



Formula: C37H35LiNO3
Source: the Open Molecules 2025 dataset
Level of theory: ωB97M-V/def2-TZVPD

Computed properties:
HOMO level, eV: -4.76
Gap between HOMO and LUMO, eV: 7.54
Total charge: -1

Last column: Mulliken charge in e.
Geometry (Å):
Li -0.003 0.055 -0.646  1.052
O -1.782 0.179 -0.861  -1.030
C -2.767 -0.060 0.035  2.474
C -2.334 -1.120 1.102  -1.450
C -1.184 -0.679 1.965  -0.214
C -1.312 -0.545 3.342  -0.780
C -0.196 -0.194 4.083  -0.887
C 1.011 0.011 3.440  -1.071
C 1.061 -0.113 2.053  0.111
C 2.340 0.148 1.296  -1.648
C 2.577 -0.746 0.038  3.172
O 1.692 -0.478 -0.954  -1.083
C 4.003 -0.507 -0.505  -0.801
C 4.885 0.466 -0.055  0.271
C 6.120 0.659 -0.675  -1.005
C 6.493 -0.125 -1.750  -0.382
C 5.615 -1.104 -2.213  -0.784
C 4.390 -1.284 -1.600  -0.465
C 2.509 -2.215 0.527  -0.175
C 1.485 -3.034 0.073  0.004
C 1.370 -4.342 0.528  -0.853
C 2.280 -4.852 1.443  -0.419
C 3.315 -4.042 1.894  -0.883
C 3.425 -2.737 1.436  -0.358
N -0.022 -0.443 1.352  0.742
C -3.148 1.200 0.848  -0.243
C -4.292 1.256 1.639  -0.386
C -4.561 2.364 2.430  -0.842
C -3.682 3.440 2.441  -0.518
C -2.545 3.397 1.645  -0.954
C -2.282 2.287 0.851  -0.374
C -4.029 -0.544 -0.707  -0.558
C -4.487 0.272 -1.744  -0.319
C -5.592 -0.075 -2.497  -0.796
C -6.272 -1.264 -2.239  -0.374
C -5.825 -2.086 -1.221  -0.940
C -4.713 -1.725 -0.459  0.198
H -2.030 -2.018 0.555  0.632
H -3.167 -1.385 1.759  0.526
H -2.271 -0.715 3.815  0.487
H -0.266 -0.088 5.160  0.414
H 1.906 0.266 3.993  0.480
H 3.166 0.058 2.009  0.559
H 2.328 1.188 0.952  0.433
H 4.619 1.099 0.781  0.351
H 6.788 1.430 -0.308  0.390
H 7.453 0.022 -2.231  0.385
H 5.891 -1.724 -3.059  0.375
H 3.693 -2.025 -1.972  0.413
H 0.790 -2.617 -0.644  0.289
H 0.559 -4.965 0.165  0.411
H 2.188 -5.871 1.799  0.387
H 4.040 -4.429 2.601  0.395
H 4.246 -2.115 1.780  0.317
H -4.989 0.424 1.627  0.439
H -5.461 2.391 3.034  0.394
H -3.884 4.305 3.063  0.375
H -1.852 4.231 1.643  0.443
H -1.400 2.251 0.222  0.754
H -3.937 1.182 -1.953  0.318
H -5.928 0.579 -3.294  0.375
H -7.134 -1.543 -2.832  0.378
H -6.337 -3.018 -1.013  0.393
H -4.386 -2.393 0.328  0.331
C 1.763 3.137 -3.037  -0.692
C 0.539 2.442 -3.628  -0.698
C -0.404 2.414 -2.436  0.009
O 0.442 2.243 -1.289  -0.292
C 1.804 2.531 -1.639  0.213
H 1.603 4.218 -2.996  0.296
H 2.683 2.946 -3.590  0.365
H 0.795 1.423 -3.923  0.252
H 0.112 2.961 -4.487  0.394
H -1.128 1.600 -2.437  -0.082
H -0.954 3.360 -2.338  0.311
H 2.350 1.585 -1.627  -0.236
H 2.221 3.206 -0.887  0.283



Formula: C37H35N3O4RuS3Te
Source: the Open Molecules 2025 dataset
Level of theory: ωB97M-V/def2-TZVPD

Computed properties:
Spin multiplicity: 6
HOMO level (spin up / spin down), eV: -10.77 / -10.77
Gap between HOMO and LUMO (spin up / spin down), eV: 7.97 / 5.69
Total charge: +1
⟨S²⟩: 8.7658

Last column: Mulliken spin population.
Geometry (Å):
Ru 1.362 0.395 -0.638  3.875
N 1.991 1.133 1.880  0.100
N 1.643 2.499 1.821  -0.004
C 1.096 2.973 0.625  -0.023
O 1.301 4.108 0.264  0.017
O 0.298 2.112 0.012  0.199
H 1.879 0.796 2.831  0.000
H 2.955 0.998 1.593  -0.004
H 2.325 3.142 2.202  0.004
O 3.457 0.327 -0.169  0.334
C 4.139 0.996 -1.210  0.052
C 4.664 2.360 -0.770  -0.026
C 4.928 3.475 -1.504  0.010
C 5.523 4.515 -0.738  0.002
C 5.714 4.163 0.558  0.000
S 5.179 2.564 0.862  0.001
C 5.324 0.165 -1.674  0.036
C 5.643 -1.093 -1.265  0.005
C 6.823 -1.589 -1.884  -0.001
C 7.373 -0.692 -2.742  0.001
S 6.483 0.769 -2.802  0.001
C 3.121 1.133 -2.316  0.026
C 2.113 2.084 -2.441  0.138
C 1.277 1.814 -3.564  -0.044
C 1.662 0.701 -4.248  0.049
S 3.036 -0.050 -3.562  0.017
H 4.706 3.562 -2.559  0.001
H 5.794 5.479 -1.140  0.000
H 6.147 4.745 1.355  0.000
H 5.043 -1.644 -0.555  -0.003
H 7.235 -2.571 -1.700  0.000
H 8.265 -0.800 -3.337  0.000
H 2.034 2.985 -1.843  0.021
H 0.447 2.442 -3.852  0.001
H 1.220 0.286 -5.141  -0.001
C -5.321 -1.864 5.561  0.000
C -4.321 -1.551 4.484  -0.002
C -4.647 -1.689 3.146  0.005
C -3.762 -1.386 2.112  0.015
C -4.247 -1.593 0.701  0.000
C -2.501 -0.906 2.477  0.045
Te -1.059 -0.135 1.082  -0.034
N -1.068 -1.851 0.091  -0.035
C -0.336 -2.103 -0.954  0.043
O 0.641 -1.402 -1.449  0.144
C -0.727 -3.339 -1.690  0.008
C -1.213 -4.452 -1.011  -0.001
C -1.735 -5.515 -1.728  0.000
C -1.799 -5.458 -3.115  0.001
C -1.304 -4.353 -3.791  0.000
C -0.752 -3.298 -3.080  0.001
C -2.422 0.902 -0.147  0.025
C -2.589 0.518 -1.467  0.008
C -3.460 1.231 -2.274  0.005
C -4.133 2.328 -1.757  0.000
C -3.923 2.724 -0.444  0.003
C -3.052 2.026 0.387  -0.018
C -2.787 2.489 1.795  0.005
C -2.123 -0.789 3.825  -0.019
C -0.742 -0.315 4.224  0.007
C -3.040 -1.112 4.808  0.002
H -6.186 -2.383 5.152  0.000
H -5.668 -0.942 6.032  0.000
H -4.877 -2.487 6.337  0.000
H -5.635 -2.048 2.878  0.001
H -4.848 -2.501 0.650  0.000
H -3.423 -1.699 0.006  0.001
H -4.878 -0.758 0.389  0.000
H -1.187 -4.479 0.070  0.000
H -2.117 -6.380 -1.203  0.000
H -2.240 -6.276 -3.670  0.000
H -1.366 -4.304 -4.870  0.000
H -0.358 -2.431 -3.596  0.002
H -2.062 -0.344 -1.863  0.003
H -3.613 0.932 -3.302  0.000
H -4.816 2.887 -2.382  0.000
H -4.428 3.599 -0.056  0.000
H -3.452 3.304 2.071  0.000
H -1.758 2.852 1.886  0.002
H -2.940 1.676 2.509  -0.002
H 0.026 -0.926 3.743  0.000
H -0.604 -0.390 5.300  0.000
H -0.594 0.730 3.936  0.003
H -2.756 -1.017 5.850  0.000



Respective ΔE to the lowest compared entry with this formula, charge and spin values: 32.3; 0.0; 34.0 kJ/mol.
Respective energy values: -3942.48055; -1719.08402; -3453.28710 a.u..